#A
C3H8OS2 | the ωB97M-V functional and the def2-TZVPD basis

Each line ends with the Mulliken charge.
Cartesian coordinates (Å):
C -1.348 0.068 -0.036  -0.30
C -2.435 0.305 -1.046  -0.45
O -3.365 1.244 -0.433  -0.55
C 0.056 0.323 -0.552  -0.81
S 1.286 0.342 0.712  -0.06
S 2.499 -1.286 0.328  -0.22
H -1.430 -0.912 0.432  0.29
H -1.495 0.793 0.770  0.28
H -2.224 0.754 -2.019  0.34
H -3.032 -0.606 -1.186  0.24
H -4.201 1.331 -0.907  0.29
H 0.078 1.241 -1.161  0.39
H 0.348 -0.341 -1.378  0.40
H 1.760 -2.386 0.643  0.15

For the HOMO energy, the calculation gives -8.965 eV. As for the net charge: 0. As for the structure (SMILES): OCCCSS.

#B
C3H8OS2 | the ωB97M-V functional and the def2-TZVPD basis

Each line ends with the Mulliken charge.
Cartesian coordinates (Å):
C 1.338 -1.109 -1.083  -0.59
S 0.684 -2.219 0.160  0.00
S 0.380 -0.969 1.801  -0.12
H 2.428 -1.087 -1.065  0.33
H 1.018 -1.497 -2.058  0.27
H 0.982 -0.086 -1.048  0.06
H 0.806 0.227 1.391  0.04
C -1.604 3.528 -1.443  -0.61
C -1.257 2.272 -1.251  -0.01
O -1.124 1.721 -0.002  -0.47
H -1.558 3.943 -2.439  0.24
H -1.871 4.185 -0.625  0.26
H -1.001 1.641 -2.093  0.29
H -0.252 1.852 0.394  0.31

For the HOMO energy, the calculation gives -8.145 eV. As for the net charge: 0. As for the structure (SMILES): C=CO.CSS.

Most stable structure, least stable structure: #A, #B.

#A
C4H9N2OP | the ωB97M-V functional and the def2-TZVPD basis

Each line ends with the Mulliken charge.
Cartesian coordinates (Å):
C -0.920 -1.894 -1.157  -0.94
C -1.598 1.534 -2.216  0.13
C 1.367 0.953 1.760  -0.96
C 1.266 0.148 0.509  -0.02
N 0.219 0.338 -0.188  -0.33
N -1.117 0.412 -2.567  -0.35
O -1.363 2.235 -1.131  -0.52
P 0.100 -0.367 -1.726  -0.01
H -1.718 -1.437 -0.584  0.31
H -0.251 -2.501 -0.590  0.30
H -2.337 1.948 -2.970  0.32
H 2.149 1.780 1.647  0.25
H 0.390 1.309 1.909  0.29
H 1.763 0.282 2.591  0.31
H -1.271 -2.319 -2.115  0.33
H 2.038 -0.470 0.019  0.40
H -0.682 1.757 -0.519  0.51

For the HOMO energy, the calculation gives -8.167 eV. As for the net charge: 0. As for the structure (SMILES): C/C=N/P(C)/N=C\O.

#B
C4H9N2OP | the ωB97M-V functional and the def2-TZVPD basis

Each line ends with the Mulliken charge.
Cartesian coordinates (Å):
C -2.709 -0.935 0.163  0.16
C -2.524 0.177 -0.865  -0.56
C 2.654 0.319 0.376  -1.07
C 1.409 -0.493 0.697  -0.30
N -2.133 -0.964 1.258  -0.72
N -1.857 1.301 -0.229  -0.29
O 0.267 0.118 0.123  -0.20
P -0.847 0.868 1.042  0.10
H -3.379 -1.735 -0.148  0.40
H -1.880 -0.223 -1.657  0.18
H -3.473 0.482 -1.312  0.39
H 3.533 -0.167 0.790  0.37
H 2.770 0.410 -0.701  0.29
H 2.565 1.317 0.800  0.28
H 1.286 -0.600 1.780  0.36
H 1.480 -1.495 0.261  0.26
H -2.507 2.030 0.040  0.33

For the HOMO energy, the calculation gives -8.232 eV. As for the net charge: 0.

Most stable structure, least stable structure: #B, #A.

#A
CH5FSi | the ωB97M-V functional and the def2-TZVPD basis

Each line ends with the Mulliken charge.
Cartesian coordinates (Å):
C -0.950 0.094 0.364  -0.28
F -1.660 -0.643 -0.586  -0.28
Si 0.952 0.130 -0.272  0.39
H -1.593 1.042 0.484  0.24
H -0.841 -0.653 1.169  0.19
H 1.509 -0.683 0.857  -0.09
H 1.750 1.366 -0.519  -0.09
H 0.832 -0.653 -1.495  -0.08

For the HOMO energy, the calculation gives -10.493 eV. As for the net charge: 0. As for the structure (SMILES): FC[SiH3].

#B
CH5FSi | the ωB97M-V functional and the def2-TZVPD basis

Each line ends with the Mulliken charge.
Cartesian coordinates (Å):
C -1.120 -0.067 0.234  -0.39
F -1.699 0.872 -0.615  -0.28
Si 1.193 0.042 -0.106  0.50
H -1.711 -0.071 1.157  0.28
H -1.231 -1.033 -0.309  0.16
H 1.912 -0.612 0.991  -0.09
H 1.303 1.471 -0.042  -0.09
H 1.354 -0.601 -1.310  -0.10

For the HOMO energy, the calculation gives -9.479 eV. As for the net charge: 0.

Most stable structure, least stable structure: #A, #B.

#A
H3N2OP | the ωB97M-V functional and the def2-TZVPD basis

Each line ends with the Mulliken charge.
Cartesian coordinates (Å):
N -0.094 -0.461 0.121  -0.34
N 1.819 0.786 0.183  -0.48
O -2.495 -0.399 -0.023  -0.48
P -1.210 0.598 0.002  0.42
H 2.361 -0.013 0.497  0.26
H 1.892 0.826 -0.832  0.26
H -2.273 -1.336 0.053  0.36

For the HOMO energy (alpha / beta), the calculation gives -10.197 / -10.199 eV. As for the net charge: 0.

#B
H3N2OP | the ωB97M-V functional and the def2-TZVPD basis

Each line ends with the Mulliken charge.
Cartesian coordinates (Å):
N 1.483 -0.904 -0.914  -0.28
N 0.350 -0.501 -1.012  -0.15
O -1.002 1.474 1.001  -0.40
P -1.861 0.430 1.553  0.34
H 0.149 0.509 -0.864  0.24
H -1.355 -0.796 0.917  0.05
H 2.236 -0.212 -0.681  0.20

For the HOMO energy, the calculation gives -8.913 eV. As for the net charge: 0. As for the structure (SMILES): [H]/N=N\[H].O=P.

Most stable structure, least stable structure: #B, #A.

#A
C24H34N4O2 | the ωB97M-V functional and the def2-TZVPD basis

Each line ends with the Mulliken charge.
Cartesian coordinates (Å):
C -7.745 -2.351 1.183  -1.08
C -6.405 -2.990 1.519  -0.32
H -6.548 -4.041 1.778  0.35
H -5.962 -2.487 2.382  0.27
C -5.430 -2.907 0.339  -0.89
N -5.062 -1.551 0.045  0.85
C -4.183 -0.774 0.711  -0.96
C -4.205 0.469 0.117  0.62
C -5.150 0.342 -0.926  0.63
N -5.651 -0.881 -0.944  -1.08
C -5.563 1.390 -1.894  -1.21
H -6.162 0.945 -2.683  0.40
H -4.680 1.866 -2.316  0.25
H -6.153 2.156 -1.391  0.26
C -3.401 1.678 0.461  -0.93
N -2.577 2.086 -0.669  0.15
C -1.959 3.385 -0.513  -1.15
C -0.767 3.395 0.454  -0.65
H -0.318 4.388 0.488  0.43
H -1.093 3.138 1.463  0.25
C 0.273 2.372 -0.002  0.17
C -0.390 0.999 -0.135  -0.38
C -1.600 1.099 -1.076  -1.22
H -1.252 1.378 -2.077  0.42
H -2.098 0.130 -1.149  0.47
H 0.318 0.262 -0.518  0.57
H -0.710 0.670 0.855  0.13
H 0.677 2.689 -0.975  0.19
O 1.306 2.367 0.974  -0.45
C 2.520 1.833 0.692  0.65
C 3.438 1.849 1.746  -0.67
C 4.708 1.345 1.579  -0.78
C 5.095 0.787 0.363  0.09
C 4.190 0.789 -0.689  -0.63
C 2.916 1.307 -0.535  0.05
H 2.248 1.299 -1.382  0.43
H 4.485 0.403 -1.654  0.43
C 6.492 0.286 0.214  0.16
O 7.457 0.946 0.559  -0.67
N 6.639 -0.939 -0.341  0.15
C 5.617 -1.947 -0.532  -0.54
C 6.349 -3.255 -0.240  -0.73
H 6.409 -3.416 0.837  0.32
C 7.740 -2.979 -0.810  -0.53
H 7.729 -3.107 -1.893  0.29
C 7.974 -1.513 -0.453  -0.66
H 8.493 -1.397 0.505  0.31
H 8.550 -0.975 -1.209  0.31
H 8.504 -3.629 -0.391  0.33
H 5.865 -4.115 -0.698  0.36
H 5.263 -1.939 -1.571  0.22
H 4.766 -1.771 0.128  0.38
H 5.419 1.376 2.391  0.43
H 3.126 2.275 2.687  0.44
H -1.615 3.701 -1.504  0.44
H -2.718 4.095 -0.177  0.46
H -4.078 2.511 0.677  0.53
H -2.818 1.471 1.374  0.29
H -3.614 -1.148 1.540  0.48
H -5.900 -3.310 -0.560  0.33
H -4.524 -3.480 0.560  0.35
H -7.605 -1.319 0.869  0.26
H -8.403 -2.366 2.048  0.36
H -8.228 -2.888 0.370  0.29

For the HOMO energy, the calculation gives -8.473 eV. As for the net charge: 0. As for the structure (SMILES): CCCn1cc(CN2CCC(Oc3ccc(C(=O)N4CCCC4)cc3)CC2)c(C)n1.

#B
C24H34N4O2 | the ωB97M-V functional and the def2-TZVPD basis

Each line ends with the Mulliken charge.
Cartesian coordinates (Å):
C -3.007 -0.483 2.143  -1.46
H -3.155 0.082 3.061  0.34
C -1.934 0.158 1.257  0.01
N -2.196 1.510 0.799  0.92
C -2.069 2.524 1.836  -0.92
H -2.401 2.150 2.814  0.29
C -0.628 3.016 1.951  -1.15
H -0.295 3.442 1.008  0.21
H -0.555 3.779 2.722  0.50
H 0.038 2.198 2.214  0.25
H -2.709 3.372 1.580  0.50
C -3.393 1.643 -0.016  -1.00
H -3.587 0.684 -0.502  0.40
C -3.195 2.709 -1.101  -0.67
C -2.398 2.173 -2.291  -0.87
N -1.190 1.496 -1.877  0.01
C -0.983 0.189 -2.179  0.27
O -1.705 -0.439 -2.929  -0.70
C 0.251 -0.376 -1.559  0.35
C 1.413 0.332 -1.585  0.03
N 2.587 -0.132 -1.076  0.20
C 2.722 -1.361 -0.441  0.83
O 3.808 -1.703 0.020  -0.78
C 1.501 -2.115 -0.406  -1.05
C 0.296 -1.664 -0.960  0.98
C -0.671 -2.686 -0.714  0.77
C -2.024 -2.843 -1.015  0.22
C -2.663 -3.987 -0.594  -1.01
C -1.982 -4.982 0.114  -0.64
C -0.643 -4.863 0.411  -0.71
C 0.012 -3.708 -0.007  -0.72
N 1.319 -3.347 0.164  -0.05
C 2.315 -4.143 0.825  -1.13
H 2.438 -5.100 0.312  0.35
H 3.258 -3.601 0.808  0.34
H 2.023 -4.334 1.861  0.34
H -0.118 -5.639 0.947  0.48
H -2.519 -5.866 0.427  0.40
H -3.710 -4.128 -0.817  0.44
H -2.544 -2.095 -1.590  0.53
C 3.778 0.692 -1.149  -1.78
H 3.686 1.375 -1.996  0.43
H 4.626 0.021 -1.312  0.47
C 4.019 1.481 0.147  1.21
C 5.349 2.221 0.050  -1.74
H 5.544 2.769 0.968  0.41
H 5.332 2.930 -0.776  0.37
H 6.165 1.521 -0.112  0.42
C 2.876 2.455 0.420  -1.11
H 3.052 2.990 1.350  0.48
H 1.929 1.927 0.506  0.00
H 2.798 3.186 -0.384  0.30
H 4.076 0.758 0.967  0.23
H 1.464 1.302 -2.056  0.51
H -0.727 1.880 -1.067  0.11
H -2.140 3.000 -2.965  0.32
H -2.986 1.442 -2.852  0.47
H -2.673 3.565 -0.671  0.32
H -4.165 3.052 -1.462  0.41
H -4.276 1.897 0.591  0.52
H -1.801 -0.466 0.370  -0.41
H -0.983 0.172 1.796  0.25
H -2.697 -1.491 2.406  0.48
H -3.956 -0.543 1.616  0.28

For the HOMO energy, the calculation gives -7.546 eV. As for the net charge: 0. As for the structure (SMILES): CCN(CC)CCCNC(=O)c1cn(CC(C)C)c(=O)c2c1c1ccccc1n2C.

Most stable structure, least stable structure: #B, #A.

#A
C5H7N2 | the ωB97M-V functional and the def2-TZVPD basis

Each line ends with the Mulliken charge.
Cartesian coordinates (Å):
C -2.228 -0.551 0.219  -0.40
C -0.929 -0.762 0.676  -0.12
C -0.993 0.779 -1.184  -0.31
C 2.462 0.584 -0.153  -0.87
C 1.252 -0.016 0.263  0.35
N -2.185 0.315 -0.831  0.06
N -0.080 -0.004 -0.086  0.10
H -3.219 -0.899 0.619  0.38
H -0.816 -1.374 1.647  0.30
H 3.365 -0.024 0.301  0.33
H 2.577 0.676 -1.232  0.35
H 2.364 1.639 0.220  0.31
H 1.380 -0.852 0.997  0.27
H -2.950 0.487 -1.456  0.26

For the HOMO energy (alpha / beta), the calculation gives -13.925 / -13.925 eV. As for the net charge: +1.

#B
C5H7N2 | the ωB97M-V functional and the def2-TZVPD basis

Each line ends with the Mulliken charge.
Cartesian coordinates (Å):
C 1.291 0.518 -0.271  -0.02
C 2.139 0.661 -1.381  -0.53
C 0.100 -0.105 -0.631  0.25
C -1.355 -0.098 1.583  -1.21
C -1.149 -0.473 0.161  0.01
N 0.325 -0.486 -1.970  -0.02
N 1.421 -0.094 -2.317  0.05
H 1.491 0.862 0.701  0.41
H 3.201 0.867 -1.443  0.40
H -0.874 -0.806 2.208  0.33
H -2.417 -0.165 1.796  0.36
H -0.891 0.889 1.696  0.35
H -2.033 -0.021 -0.375  0.32
H -1.250 -1.550 0.243  0.32

For the HOMO energy (alpha / beta), the calculation gives -15.741 / -16.163 eV. As for the net charge: +1. As for the structure (SMILES): CCC1=[N+]=NC=C1.

Most stable structure, least stable structure: #A, #B.